Entry 1:
Formula: C8H18N2O
Source: the Open Molecules 2025 dataset
Level of theory: ωB97M-V with the def2-TZVPD basis set

Geometry as XYZ:
```
29
Properties=species:S:1:pos:R:3
C 0.904 1.922 1.155
C 1.326 0.386 1.290
C 2.817 0.162 0.857
C 0.873 -0.279 2.581
N 0.587 0.003 0.148
N -0.557 -0.364 0.102
O -1.168 -0.848 1.037
C -1.197 -0.441 -1.212
C -1.403 -1.970 -1.498
C -0.398 0.190 -2.306
C -2.575 0.202 -1.071
H -0.191 2.007 1.220
H 1.352 2.623 1.856
H 1.135 2.190 0.065
H 3.249 -0.445 1.722
H 2.845 -0.199 -0.124
H 3.327 1.120 0.802
H 0.011 0.079 2.998
H 0.660 -1.316 2.520
H 1.582 -0.125 3.335
H -1.999 -2.347 -0.666
H -1.524 -2.120 -2.615
H -0.469 -2.456 -1.284
H -0.236 1.219 -2.026
H 0.596 -0.338 -2.401
H -0.950 0.040 -3.243
H -2.434 1.375 -1.012
H -3.138 0.008 -1.940
H -3.025 -0.278 -0.291
```

Output
- Spin multiplicity: 1
- Molecular weight: 158.2 Da
- ΔE to the lowest compared entry with this formula, charge and spin: 374.57 kJ/mol
- DFT total energy: -13611.699 eV
- Lowest unoccupied orbital energy: 0.818 eV
- SMILES: CC(C)(C)/N=[N+](\[O-])C(C)(C)C

=====

Entry 2:
Formula: C28H22O4Pt
Source: the Open Molecules 2025 dataset
Level of theory: ωB97M-V with the def2-TZVPD basis set

Geometry as XYZ:
```
55
Properties=species:S:1:pos:R:3
Pt 0.339 0.075 0.379
C 0.384 1.357 2.273
C -0.003 2.636 1.842
C 0.872 3.420 1.113
C 2.148 2.952 0.803
C 2.566 1.712 1.251
C 1.697 0.889 1.986
H -0.225 0.824 2.999
H -0.977 3.021 2.112
H 0.577 4.409 0.797
H 2.824 3.575 0.236
H 3.578 1.380 1.064
H 2.089 0.016 2.500
C -6.037 2.636 -1.569
C -5.625 1.316 -1.499
C -4.285 1.002 -1.367
C -3.323 2.009 -1.305
C -3.748 3.337 -1.392
C -5.089 3.645 -1.515
C -1.893 1.742 -1.100
C -1.357 0.590 -0.715
C -1.934 -0.684 -0.346
C -2.485 -0.833 0.949
C -3.067 -2.021 1.326
C -3.113 -3.090 0.441
C -2.551 -2.971 -0.823
C -1.952 -1.795 -1.215
H -7.087 2.876 -1.659
H -6.354 0.520 -1.549
H -3.985 -0.033 -1.316
H -3.018 4.134 -1.353
H -5.404 4.678 -1.572
H -1.260 2.611 -1.248
H -2.471 0.019 1.615
H -3.485 -2.125 2.315
H -3.574 -4.017 0.744
H -2.579 -3.809 -1.504
H -1.502 -1.709 -2.195
O 1.100 -4.108 0.449
C 1.298 -2.906 0.472
O 0.447 -2.053 0.890
C 2.655 -2.348 0.060
C 2.761 -1.133 -0.601
C 4.001 -0.561 -0.890
C 5.114 -1.261 -0.489
O 6.437 -0.919 -0.607
C 7.166 -2.014 -0.088
O 6.268 -2.993 0.385
C 5.012 -2.513 0.127
C 3.796 -3.079 0.409
H 1.843 -0.620 -0.954
H 4.095 0.380 -1.406
H 7.809 -1.672 0.739
H 7.801 -2.448 -0.878
H 3.705 -4.046 0.875
```

Output
- Spin multiplicity: 1
- Molecular weight: 617.6 Da
- DFT total energy: -40825.570 eV
- Lowest unoccupied orbital energy (alpha / beta): -1.898 / -1.916 eV

=====

Entry 3:
Formula: C16H26N4O4
Source: the Open Molecules 2025 dataset
Level of theory: ωB97M-V with the def2-TZVPD basis set

Geometry as XYZ:
```
50
Properties=species:S:1:pos:R:3
C -5.117 -2.653 0.793
C -5.447 -1.263 0.286
C -4.288 -0.311 -0.266
C -3.357 -0.116 0.813
N -2.381 0.668 0.184
C -2.713 2.101 0.561
O -3.725 2.488 1.242
N -1.717 3.032 -0.132
C -0.586 2.695 -0.783
O 0.209 3.539 -1.088
C -0.373 1.444 -0.826
C 0.743 0.831 -1.563
N 0.984 -0.749 -1.780
C 2.167 -1.198 -2.011
H 1.836 -2.158 -2.785
H 2.738 -0.682 -2.509
C 2.928 -1.954 -0.743
N 3.176 -0.722 0.152
C 2.522 -0.508 1.222
C 2.650 0.766 2.103
O 3.999 0.864 2.206
C 4.712 0.887 1.289
H 5.862 1.008 1.511
C 4.558 -0.487 0.576
H 5.206 -0.370 -0.761
H 5.050 -1.339 1.040
H 4.586 1.437 0.454
H 2.179 0.931 2.901
H 2.271 1.505 1.444
H 1.394 -0.730 1.104
H 2.691 -1.328 1.923
H 2.229 -2.545 -0.401
H 3.833 -2.264 -1.098
H 0.159 -1.248 -1.306
C 1.942 1.536 -1.908
H 1.812 2.847 -1.663
H 2.146 1.493 -3.157
H 2.882 1.311 -1.134
C -1.327 0.372 -0.308
O -1.345 -0.775 -0.320
H -1.775 3.929 0.261
H -4.033 0.466 1.933
H -2.989 -1.031 1.182
H -4.002 -1.062 -1.036
H -4.952 0.603 -0.689
H -6.197 -1.400 -0.510
H -5.980 -0.853 1.180
H -4.507 -3.293 -0.067
H -4.484 -2.527 1.470
H -6.167 -3.188 1.016
```

Output
- Spin multiplicity: 1
- Molecular weight: 338.4 Da
- ΔE to the lowest compared entry with this formula, charge and spin: 2080.57 kJ/mol
- DFT total energy: -31146.399 eV
- Lowest unoccupied orbital energy: -0.464 eV

=====

Entry 4:
Formula: C29H26ClN4PPdS2
Source: the Open Molecules 2025 dataset
Level of theory: ωB97M-V with the def2-TZVPD basis set

Geometry as XYZ:
```
64
Properties=species:S:1:pos:R:3
Pd -0.130 0.174 -0.632
Cl 2.229 0.265 -0.018
C 2.813 1.884 0.346
C 4.116 1.969 0.757
C 4.635 3.226 1.103
C 3.855 4.372 1.031
C 2.539 4.282 0.624
C 1.988 3.026 0.253
P 0.388 3.061 -0.402
C -0.641 4.327 0.075
C -0.627 4.740 1.441
C -1.394 5.811 1.822
C -2.185 6.466 0.869
C -2.213 6.065 -0.475
C -1.475 4.982 -0.879
C 0.139 2.286 -1.941
C -1.177 2.066 -2.447
C -1.340 1.632 -3.748
C -0.222 1.419 -4.550
C 1.082 1.628 -4.066
C 1.279 2.037 -2.775
H 4.735 1.085 0.832
H 5.665 3.292 1.435
H 4.274 5.336 1.287
H 1.941 5.181 0.546
H -0.021 4.212 2.168
H -1.394 6.149 2.849
H -2.794 7.308 1.177
H -2.805 6.620 -1.189
H -1.474 4.682 -1.918
H -2.034 2.298 -1.827
H -2.334 1.485 -4.148
H -0.356 1.098 -5.576
H 1.927 1.495 -4.729
H 2.278 2.239 -2.411
C -5.818 0.782 1.947
C -4.885 1.532 0.993
C -3.934 0.636 0.269
N -2.686 0.886 0.057
N -2.084 -0.120 -0.669
C -2.872 -1.133 -1.004
N -2.505 -2.207 -1.695
S -4.473 -0.882 -0.411
H -6.581 1.462 2.319
H -5.277 0.373 2.798
H -6.348 -0.031 1.445
H -4.281 2.268 1.524
H -5.471 2.070 0.242
H -1.573 -2.304 -2.068
H -3.182 -2.906 -1.963
S 0.102 -3.826 1.351
C -0.363 -2.237 1.052
N 0.087 -1.728 -0.078
C 0.869 -2.633 -0.805
C 1.464 -2.434 -2.052
C 2.176 -3.484 -2.595
C 2.294 -4.711 -1.925
C 1.699 -4.919 -0.699
C 0.979 -3.859 -0.144
H -0.977 -1.673 1.740
H 1.374 -1.490 -2.580
H 2.652 -3.367 -3.560
H 2.857 -5.512 -2.385
H 1.785 -5.869 -0.188
```

Output
- Spin multiplicity: 1
- Molecular weight: 667.5 Da
- DFT total energy: -83375.536 eV
- Lowest unoccupied orbital energy: -14.705 eV
- Net charge: +4

=====

Entry 5:
Formula: H2NO3S2
Source: the Open Molecules 2025 dataset
Level of theory: ωB97M-V with the def2-TZVPD basis set

Geometry as XYZ:
```
8
Properties=species:S:1:pos:R:3
N 2.492 1.075 -0.109
O -1.168 -0.972 1.393
O -2.251 0.546 -0.321
O -0.797 -1.454 -0.956
S 0.927 1.420 -0.340
S -1.077 -0.149 0.142
H 2.746 1.756 0.627
H -0.872 -2.223 -0.436
```

Output
- Spin multiplicity: 1
- Molecular weight: 128.2 Da
- ΔE to the lowest compared entry with this formula, charge and spin: 166.66 kJ/mol
- DFT total energy: -29335.171 eV
- Lowest unoccupied orbital energy (alpha / beta): 3.529 / 3.530 eV
- Net charge: -1

=====

Entry 6:
Formula: C30H52P2Re
Source: the Open Molecules 2025 dataset
Level of theory: ωB97M-V with the def2-TZVPD basis set

Geometry as XYZ:
```
85
Properties=species:S:1:pos:R:3
Re 0.406 -1.213 0.194
C -0.173 -2.971 1.216
C 1.186 -3.082 0.769
C 1.043 -1.294 2.232
C -0.262 -1.865 2.115
C 1.938 -2.044 1.396
C -1.285 -3.942 0.975
H -0.980 -4.687 0.231
H -2.198 -3.437 0.621
H -1.558 -4.464 1.909
C -1.374 -1.608 3.093
H -2.241 -2.238 2.880
H -1.696 -0.565 3.059
H -1.054 -1.800 4.129
C 1.400 -0.352 3.348
H 1.133 -0.744 4.347
H 0.834 0.581 3.233
H 2.473 -0.131 3.394
C 3.427 -1.921 1.373
H 3.894 -2.622 2.085
H 3.762 -0.914 1.654
H 3.811 -2.171 0.378
C 1.718 -4.125 -0.148
H 2.174 -4.943 0.435
H 2.490 -3.701 -0.809
H 0.904 -4.539 -0.761
C -1.283 0.072 -4.039
C -1.529 -1.231 -3.811
C -0.690 -2.378 -4.233
C 0.838 -2.141 -4.075
C 1.261 -1.306 -2.892
C 1.269 0.052 -2.966
C 1.101 0.847 -4.233
C -0.218 0.572 -4.977
H -0.931 -2.657 -5.276
H 1.224 -1.688 -5.005
H -1.013 -3.241 -3.629
H -0.065 -0.133 -5.811
H -2.041 0.817 -3.752
H -2.534 -1.514 -3.493
H -0.563 1.506 -5.450
H 1.121 1.919 -3.976
H 1.507 0.692 -2.123
H 1.959 0.685 -4.908
H 1.303 -3.136 -4.015
H 1.714 -1.834 -2.043
P -1.791 0.963 -0.344
P 1.726 1.265 0.092
C -0.786 2.157 -1.307
C 0.608 2.551 -0.766
H -1.421 3.057 -1.322
H -0.721 1.825 -2.358
H 1.197 3.002 -1.581
H 0.477 3.325 0.011
C 2.273 2.168 1.581
H 2.983 1.551 2.147
H 1.420 2.419 2.222
H 2.781 3.090 1.257
C 3.371 0.992 -0.700
H 3.776 1.933 -1.101
H 3.304 0.256 -1.512
H 4.049 0.577 0.055
C -3.558 1.017 -0.163
H -3.927 -0.012 -0.041
H -4.018 1.447 -1.060
H -3.840 1.593 0.722
C -1.495 -0.634 -1.089
H -1.462 -1.588 -0.446
H -0.663 -0.559 -1.803
H -2.428 -0.828 -1.637
C -1.008 4.059 2.426
C -1.518 2.725 2.997
C -0.973 2.501 4.405
C -3.044 2.763 3.022
C -1.072 1.590 2.189
C -0.959 0.797 1.217
H -1.423 4.874 3.030
H -1.348 4.201 1.391
H 0.086 4.138 2.449
H -1.336 3.286 5.077
H -1.319 1.534 4.791
H 0.124 2.515 4.415
H -3.430 2.974 2.022
H -3.445 1.809 3.377
H -3.394 3.554 3.692
```

Output
- Spin multiplicity: 4
- Molecular weight: 660.9 Da
- ΔE to the lowest compared entry with this formula, charge and spin: 464.14 kJ/mol
- DFT total energy: -52640.036 eV
- Lowest unoccupied orbital energy (alpha / beta): -5.630 / -6.766 eV
- Net charge: +2
- Expectation value of S²: 3.80